75
Properties=species:S:1:pos:R:3:forces:R:3 method="wB97M-V/def2-TZVPD" total_charge=+1 gap_ev=8.3
Ge 0.637 0.580 2.280 -0.13 -0.17 0.03
Ga 0.195 0.208 -1.306 0.47 0.18 -0.20
S 1.666 0.592 0.322 -0.07 0.05 0.03
F 1.575 5.657 3.072 -0.01 -0.02 0.00
F 2.194 3.151 2.272 -0.01 0.03 0.04
F 2.328 1.733 4.769 0.01 -0.01 -0.01
F 5.024 -2.002 5.574 -0.04 0.02 -0.02
F -1.691 -0.444 -2.985 0.11 -0.14 -0.10
F -0.453 -1.391 4.452 -0.01 -0.01 -0.03
F 3.742 -3.378 3.617 -0.01 0.01 0.00
F -1.689 0.190 0.165 -0.04 0.07 -0.14
F 2.398 -0.441 -5.352 -0.08 -0.01 0.01
F -2.793 -1.975 -4.907 0.02 0.01 -0.01
F 4.306 0.548 6.143 -0.01 0.01 -0.01
F 1.249 -1.851 -7.318 -0.01 0.01 0.01
F -0.898 6.181 4.055 0.01 -0.06 -0.02
F -2.143 1.719 3.446 -0.01 0.03 0.04
F -3.907 -1.319 0.281 0.07 -0.01 -0.09
F -2.631 -2.935 4.505 0.01 0.03 -0.04
F 1.752 -2.195 2.227 0.02 0.00 0.03
F -4.382 -2.908 2.429 0.03 0.03 0.00
F -2.743 4.204 4.235 0.02 -0.01 0.00
N -1.971 -4.843 -1.611 -0.03 -0.01 0.03
N 0.976 0.235 -3.022 0.19 -0.11 0.11
N -0.447 2.296 -1.828 -0.28 -0.33 0.17
N 0.314 -4.620 -1.546 -0.01 -0.03 0.02
N 0.061 -1.890 -1.210 -0.14 0.11 -0.06
C 4.052 -1.421 4.890 0.00 0.01 0.00
C 2.002 -0.190 3.437 -0.06 0.04 -0.04
C 2.665 0.479 4.451 0.01 -0.03 0.04
C -1.261 -1.377 3.390 -0.03 0.01 -0.01
C -0.927 -0.849 -4.056 -0.09 0.09 0.08
C -1.888 -0.595 1.278 -0.04 -0.09 0.01
C -1.015 -2.656 -1.326 -0.01 -0.02 0.03
C 1.371 -3.834 -1.415 0.01 0.04 0.03
C -0.590 4.955 3.666 0.01 0.01 0.00
C -3.043 -1.352 1.295 0.05 0.02 0.02
C -0.795 -1.958 -6.170 0.00 0.04 0.05
C 0.055 2.358 2.835 0.17 0.01 -0.05
C 2.389 -1.496 3.185 0.04 -0.02 0.00
C -0.968 -0.569 2.300 0.17 -0.12 0.04
C 3.685 -0.116 5.178 -0.02 -0.02 -0.02
C 1.112 -0.792 -5.243 0.06 -0.03 0.04
C 0.518 -1.528 -6.254 0.02 0.01 0.02
C -0.888 -4.048 -1.493 -0.03 0.03 0.02
C -3.292 -2.159 2.393 0.02 0.00 0.01
C 0.970 3.398 2.756 -0.01 0.03 0.01
C -2.394 -2.174 3.448 -0.01 0.01 0.00
C 1.445 1.592 -3.268 -0.18 0.12 0.12
C 0.011 3.264 -0.814 0.08 0.03 0.09
C 3.398 -2.123 3.887 -0.02 0.02 0.00
C -1.515 -1.605 -5.048 0.01 0.00 0.00
C -1.197 2.663 3.343 -0.02 0.08 0.00
C -1.908 2.453 -1.993 -0.09 0.06 -0.04
C 0.249 2.539 -3.121 0.14 0.02 -0.10
C 0.403 -0.438 -4.092 -0.10 -0.12 -0.09
C 1.274 -2.465 -1.242 -0.01 0.03 0.06
C 0.676 4.686 3.161 -0.05 -0.02 -0.01
C -1.532 3.942 3.758 0.01 -0.02 -0.02
H -2.278 1.763 -2.746 0.01 0.02 0.03
H 0.564 3.584 -3.179 -0.08 0.01 0.01
H 2.341 -4.310 -1.454 0.03 0.02 0.00
H -0.427 3.016 0.153 0.02 0.00 -0.01
H 2.137 -1.829 -1.124 0.01 0.00 -0.03
H -2.410 2.253 -1.048 0.02 0.01 0.02
H -0.455 2.350 -3.932 0.01 -0.03 0.03
H 1.896 1.704 -4.252 -0.01 -0.01 0.00
H -1.238 -2.544 -6.961 -0.02 -0.02 -0.02
H -1.831 -5.829 -1.743 -0.01 0.01 -0.01
H 1.095 3.230 -0.723 -0.03 -0.01 0.02
H 2.211 1.835 -2.526 0.02 0.02 -0.05
H -1.983 -2.183 -1.319 -0.12 0.09 0.00
H -0.302 4.272 -1.097 0.00 -0.01 -0.02
H -2.904 -4.473 -1.623 -0.01 -0.01 -0.01
H -2.146 3.475 -2.302 0.02 -0.01 -0.01

109
Properties=species:S:1:pos:R:3:forces:R:3 method="wB97M-V/def2-TZVPD" total_charge=-1 gap_ev=7.9
Y 0.441 -0.199 -0.178 1.18 -1.08 1.46
F 4.830 0.903 -0.254 -0.13 -0.58 0.22
F -2.957 -1.773 3.739 -0.78 0.06 -0.17
F 3.269 2.739 -2.602 -0.43 0.26 0.15
F -1.844 0.038 3.904 -0.68 0.30 -0.29
F -3.951 0.141 3.284 0.25 -0.11 0.35
F 0.804 -6.018 0.160 -0.01 0.13 -0.13
F 1.604 -4.327 1.223 0.05 0.34 0.12
F 4.488 0.651 1.921 0.16 -0.52 0.06
F 2.892 2.134 -4.643 0.27 -0.20 0.11
F -0.352 -5.119 1.732 -0.21 0.08 0.41
F 3.365 0.657 -3.084 0.00 0.28 -0.47
F 5.514 2.363 1.123 -0.51 0.47 0.29
O 4.014 -3.593 4.092 -0.41 -0.17 -0.20
O 4.389 -1.570 -2.882 0.28 -0.63 -0.12
O -4.318 -0.252 -3.243 -0.34 -0.04 0.19
O -3.148 2.215 1.383 -0.10 0.14 0.01
O 3.425 -2.081 5.761 -0.47 0.39 -0.01
O -2.870 7.696 -2.327 -0.32 -0.28 -0.19
O -6.120 3.729 -2.755 0.12 -0.37 0.13
O 4.198 -2.229 0.446 -1.03 0.15 0.47
O -2.695 5.586 -1.488 -0.33 -0.61 -0.43
O 2.544 -1.189 -0.653 -0.93 -0.30 -0.31
O 0.937 0.931 -2.081 0.02 0.63 0.02
O -0.905 8.235 -0.203 -0.27 -0.18 0.17
O -1.116 -4.520 -0.940 0.40 -0.72 0.52
O -1.186 -0.634 1.417 0.11 0.62 0.21
O -5.653 0.614 -1.382 0.40 0.00 0.51
O -0.285 -2.692 3.393 0.45 -0.01 0.41
O 2.198 1.318 0.451 -1.05 -0.23 -0.35
O 4.974 -2.741 7.286 -0.21 0.55 0.16
O 8.538 -2.424 1.812 -0.34 0.12 -0.04
O -2.710 -1.699 -3.874 0.00 -0.41 0.03
O -1.229 6.065 0.241 0.07 -1.06 0.75
O -0.037 -2.719 -0.189 0.41 0.68 -0.22
O -1.097 3.874 -0.776 1.20 -0.06 -0.50
O -7.336 1.980 -0.714 0.07 0.00 0.33
O -3.223 -1.150 0.847 0.23 0.22 0.56
O 7.380 -5.173 1.741 0.28 0.27 0.00
O 3.029 3.332 1.066 0.23 -1.02 0.08
O 5.621 -2.672 -1.336 0.29 -0.03 -0.08
O 0.435 1.836 -4.061 1.26 1.39 0.48
O 5.520 -4.780 5.284 0.26 -0.17 -0.02
O 5.771 -4.086 0.643 -0.85 -0.17 -0.67
O 1.625 -3.162 4.486 0.65 -0.35 0.77
O -2.977 4.314 0.545 0.23 0.28 -0.02
O -4.577 2.107 -2.742 1.09 0.33 -1.06
O -1.308 -0.503 -1.600 0.20 -0.39 0.10
O 6.600 -1.928 0.781 -0.64 0.29 -0.59
O 1.375 -0.837 1.968 0.00 0.63 -0.02
O -0.698 1.793 -0.018 0.68 0.01 -0.10
O -3.179 0.725 -1.429 1.08 -1.17 -0.10
O 2.920 -1.527 3.440 -0.10 0.82 -0.37
C 0.493 -4.854 0.750 0.39 -1.02 -0.37
C -3.187 -0.890 -3.139 0.46 0.86 0.14
C 2.735 1.782 -3.370 0.36 -0.12 -0.15
C -2.620 3.079 0.739 0.34 -0.64 0.41
C 4.591 -2.030 -1.795 -1.06 0.67 -0.41
C -3.263 -4.731 -1.964 0.42 -0.14 -1.35
C -0.211 -3.914 -0.229 -0.84 0.83 -0.04
C 1.731 3.977 1.214 -0.07 0.17 -0.66
C -2.440 -0.231 -1.932 -0.87 0.58 -0.04
C -2.827 -0.556 3.208 1.79 0.06 0.24
C -2.337 -0.730 1.741 -1.48 -0.75 -0.76
C 7.475 -2.731 1.353 1.21 -0.29 0.51
C 4.530 1.498 0.915 0.36 0.01 -0.91
C -4.634 -1.280 1.105 -2.36 -0.02 -0.60
C -1.465 7.197 -0.392 0.20 0.99 -0.85
C -2.091 -3.795 -1.696 -1.24 0.18 -0.54
C 3.593 -1.811 -0.612 1.59 0.16 0.27
C 6.921 -4.167 1.296 -0.11 -0.35 0.27
C -5.229 -2.236 0.065 0.95 -0.24 0.39
C -1.308 2.843 -0.054 -1.52 -0.27 0.36
C 4.767 -3.873 5.167 -0.27 0.31 -0.20
C -5.694 2.685 -2.358 -0.49 1.54 -0.05
C -6.340 1.781 -1.327 -0.41 -1.07 -0.44
C 4.428 -2.802 6.228 0.52 -0.98 0.19
C -1.584 2.209 -5.163 -0.47 0.16 0.03
C 1.719 -1.447 2.966 0.89 -1.00 -0.43
C 1.870 5.126 2.175 0.08 -0.10 0.18
C -0.900 2.344 -3.835 -1.39 -1.31 0.47
C 3.094 2.047 0.754 0.95 2.15 0.89
C -2.478 6.894 -1.546 0.87 0.49 0.71
C 0.876 -2.500 3.686 -1.89 0.23 -1.21
C 1.242 1.544 -3.078 -0.54 -0.85 -0.53
B 3.017 -2.608 4.457 0.51 -0.05 0.37
B 5.560 -2.753 0.140 0.58 -0.16 0.52
B -2.000 4.988 -0.362 -0.93 0.88 -0.15
B -4.441 0.798 -2.194 -1.51 0.02 0.04
H -0.961 3.331 -3.374 0.79 0.18 -0.39
H -1.385 1.689 -3.103 0.12 0.03 -0.10
H 1.497 4.382 0.228 -0.23 -0.22 -0.02
H -4.910 -1.569 2.116 0.65 -0.42 0.02
H 2.174 4.792 3.167 0.04 0.00 -0.02
H 0.920 5.652 2.263 -0.05 -0.07 -0.08
H -4.761 -3.213 0.196 -0.04 -0.10 -0.29
H -5.186 -0.351 0.949 0.79 0.48 -0.01
H 1.008 3.208 1.485 -0.01 0.14 0.15
H -4.039 -4.211 -2.532 -0.16 0.45 0.61
H -2.502 -2.936 -1.162 0.61 0.03 0.45
H -2.621 2.534 -5.055 0.06 0.16 -0.09
H -1.077 2.798 -5.924 -0.10 0.01 -0.04
H -1.618 1.162 -5.464 0.15 0.00 -0.06
H -5.054 -1.844 -0.936 0.10 -0.12 -0.04
H -3.652 -5.215 -1.073 -0.04 0.09 0.02
H 2.602 5.831 1.784 0.04 0.00 0.10
H -6.305 -2.372 0.153 0.00 0.27 0.33
H -3.003 -5.469 -2.728 0.37 -0.40 0.49
H -1.646 -3.433 -2.619 0.10 -0.04 0.04

66
Properties=species:S:1:pos:R:3:forces:R:3 method="wB97M-V/def2-TZVPD" total_charge=+1 spin_multiplicity=6 gap_ev="7.6 / 4.8"
Ru -1.501 -2.231 -1.283 0.33 0.40 -0.57
Br -4.803 4.586 -0.993 0.16 -0.04 -0.04
S -1.187 -2.846 -3.712 0.05 0.25 0.37
F 3.587 -2.538 -2.028 0.10 -0.03 0.01
F 2.839 -1.778 -6.609 0.05 0.04 -0.07
F 0.972 -3.017 -1.682 0.03 -0.05 0.02
F 0.204 -2.184 -6.251 -0.05 0.02 -0.14
F 4.531 -1.942 -4.511 0.19 0.04 -0.02
O -2.702 -0.316 -1.687 0.07 -0.40 0.27
O -0.534 -0.155 -2.007 -0.03 -0.27 0.02
N -0.303 -1.380 0.515 -0.21 0.14 -0.24
N 1.754 2.556 3.182 -0.27 -0.02 -0.09
N 3.400 1.082 2.902 -0.18 -0.31 -0.26
C 0.503 -2.585 -3.954 -0.09 -0.09 0.12
C 0.982 -1.644 0.784 0.05 -0.02 0.19
C 3.038 4.254 4.558 -0.07 0.08 0.03
C -3.565 -3.757 -1.444 -0.15 -0.10 0.11
C 1.277 0.448 1.910 -0.18 -0.20 -0.17
C -0.743 4.039 -1.662 0.01 -0.02 -0.01
C 5.334 3.521 4.892 0.10 -0.08 -0.02
C 1.798 -0.769 1.465 -0.07 0.08 0.04
C -1.659 0.389 -1.864 0.04 0.12 -0.03
C 2.145 1.354 2.648 0.44 0.19 0.27
C 4.299 4.453 5.080 -0.13 0.04 -0.01
C 2.372 -2.065 -5.407 -0.06 0.00 -0.05
C 2.765 -2.458 -3.066 -0.14 -0.03 0.09
C 3.872 2.139 3.635 -0.19 0.44 0.17
C -1.773 1.873 -1.773 -0.02 -0.01 -0.04
C -2.602 -3.349 1.135 -0.15 -0.03 -0.04
C 1.419 -2.679 -2.903 -0.01 0.14 -0.26
C -0.065 0.713 1.640 0.08 0.00 0.08
C 2.843 3.086 3.829 0.43 -0.29 0.00
C 3.248 -2.149 -4.332 -0.22 -0.02 0.00
C 1.020 -2.281 -5.219 0.07 -0.06 0.16
C -4.123 -2.769 -0.633 0.00 -0.19 0.00
C 5.141 2.361 4.175 -0.03 0.02 0.00
C -3.648 -2.550 0.669 0.04 -0.06 0.06
C -0.808 -0.219 0.948 0.07 0.04 0.21
C -4.283 -1.506 1.537 -0.03 0.01 -0.06
C -3.019 2.444 -1.531 0.07 -0.02 -0.02
C -1.980 4.617 -1.412 -0.02 0.05 0.00
C -2.505 -4.545 -0.968 -0.08 -0.09 0.14
C -0.634 2.669 -1.840 0.02 -0.03 -0.03
C -3.107 3.812 -1.350 -0.18 0.01 0.04
C -2.019 -4.327 0.324 -0.18 -0.06 -0.04
H -4.952 -2.182 -1.003 0.08 0.10 -0.05
H -4.411 -0.574 0.984 0.02 0.01 0.01
H 2.238 4.967 4.715 0.04 0.03 0.00
H -2.107 -5.349 -1.571 0.06 0.06 -0.06
H 6.304 3.725 5.326 0.00 0.00 -0.01
H 4.496 5.350 5.652 0.01 -0.01 0.01
H 2.834 -1.007 1.658 0.00 -0.02 0.03
H 0.324 2.205 -2.032 0.00 -0.01 0.02
H -1.228 -4.951 0.718 0.05 0.04 -0.03
H 0.136 4.667 -1.716 0.00 -0.01 -0.01
H -3.691 -1.315 2.430 -0.01 0.01 0.01
H 1.363 -2.602 0.461 0.01 0.07 -0.02
H -1.852 -0.027 0.731 0.01 0.00 -0.07
H 5.932 1.639 4.027 0.01 0.01 0.01
H -3.978 -3.946 -2.426 0.04 0.06 -0.03
H 0.839 2.967 3.145 -0.01 0.00 -0.02
H -3.895 1.813 -1.484 -0.03 0.02 0.01
H -2.246 -3.218 2.149 0.07 0.07 -0.03
H -0.542 1.633 1.951 -0.02 -0.02 0.00
H -5.276 -1.836 1.849 0.01 0.02 0.03
H -2.069 5.685 -1.269 -0.01 -0.01 0.00

Calculated energy above the lowest of the compared OMol25 structures with the same formula, charge and spin (kcal per mole), listed in the same order as above: 0.0; 0.0; 19.9